[1]
16
Properties=species:S:1:pos:R:3:forces:R:3 method="wB97M-V/def2-TZVPD" total_charge=+1 lumo_energy_ev=-4.67 e_above_lowest_ev=2.735
C 3.97237 -0.21680 0.26345 -2.7 -4.0 -0.5
C 1.49452 0.34378 -0.03362 3.5 -1.0 -0.1
C -2.19601 -0.64902 -1.04728 -6.1 4.1 -0.3
C -2.15502 -0.27737 0.35400 -0.9 2.2 0.7
N 2.56115 -0.17392 0.02855 -3.0 1.2 -0.3
N -2.50900 0.90410 0.79822 0.0 -0.7 -1.6
S 0.13482 1.12276 -0.19515 -0.1 0.4 -0.1
H 4.27077 -1.21538 -0.05021 0.7 0.4 -0.7
H 4.37018 0.60080 -0.14634 2.1 2.8 -1.7
H 4.04384 -0.28108 1.27338 0.7 0.4 3.2
H -2.64588 0.28514 -1.66872 1.4 -2.1 1.2
H -1.30085 -0.91251 -1.35934 4.0 -1.7 -1.8
H -1.97834 -1.05691 1.04063 0.3 -0.6 1.2
H -3.00109 -1.38873 -1.12480 0.4 -0.4 -0.1
H -2.56391 1.23845 1.73574 0.2 -0.5 0.9
H -2.49754 1.67668 0.13149 -0.5 -0.3 0.0

***

[2]
17
Properties=species:S:1:pos:R:3:forces:R:3 method="wB97M-V/def2-TZVPD" total_charge=+1 lumo_energy_ev=-5.19 e_above_lowest_ev=1.582
C -0.22771 -0.51262 -1.63078 1.0 1.8 0.6
C 0.13512 -1.64203 -0.70512 -1.2 0.2 -0.3
C 0.41654 0.41487 0.18701 2.0 -0.5 1.6
C 0.84061 -1.51845 1.72364 1.0 -2.8 -0.2
N 0.07417 0.65758 -1.12707 -0.8 -1.2 0.4
N 0.52729 -0.88017 0.49138 -1.3 0.7 -2.1
S -1.93853 2.98267 -0.27861 0.0 -0.2 -0.1
S 0.95691 1.63326 1.30979 -0.6 -0.5 -1.0
H -0.61040 -0.36410 -2.62444 -0.1 -1.4 -0.5
H -0.69864 -2.30547 -0.46578 -0.4 0.2 0.1
H 0.83144 -2.36957 -1.14358 0.6 0.6 0.3
H 0.05812 -1.70506 2.46082 -0.6 0.3 -0.6
H 1.25035 -2.56103 1.39682 -0.4 1.9 1.0
H 1.57561 -0.93904 2.22020 1.1 0.3 0.5
H -2.26778 4.17157 -0.80368 0.1 -0.2 -0.2
H -1.55184 2.35024 -1.41708 -0.3 0.7 0.3
H 0.62873 2.58735 0.40648 0.0 0.1 0.3